CH4N2O | ωB97M-V with the def2-TZVPD basis set

Positions of all 8 atoms, in Å:
C 0.68462 0.17427 -0.58597
N -0.24394 1.12309 -0.24105
N 0.35785 -1.12677 -0.13975
O 1.65924 0.39430 -1.30468
H -0.65133 1.04481 0.73370
H -0.18676 2.07834 -0.49631
H -0.67277 -1.17011 0.09872
H 0.86996 -1.85088 -0.77298

Force components x, y, z for each atom (eV/Å):
C 1.2 -0.6 -1.4
N -1.6 -0.6 2.9
N 0.0 0.2 -1.1
O -1.1 -0.2 0.9
H 0.6 -0.1 -1.8
H 0.8 0.5 -0.6
H 2.0 -0.8 -0.8
H -1.8 1.6 1.8

## Properties
E_LUMO = 0.0278 hartree
Energy relative to the best compared isomer or geometry (same formula, charge and spin) = 10.8 kcal per mole
SMILES string = NC(N)=O